238
Properties=species:S:1:pos:R:3 method="wB97M-V/def2-TZVPD" lumo_energy_ev=0.4 gap_ev=8.49 total_charge=0 e_homo_ev=-8.108 relative_energy_kcal_mol=147.8
H -15.072 -11.654 -9.740
C -23.616 -12.088 -7.947
H -18.448 -12.174 -2.435
H -26.062 -12.574 -9.086
H -17.803 -17.026 -4.290
O -21.741 -19.723 -6.431
H -20.475 -10.387 0.256
H -28.152 -15.275 -5.585
C -19.139 -17.725 -11.083
H -14.828 -7.408 -7.775
C -15.039 -10.136 -4.834
C -21.417 -12.437 -13.176
H -26.885 -13.495 -5.337
H -21.291 -13.520 -4.694
O -20.640 -14.497 -8.438
H -23.607 -12.808 -7.129
H -20.206 -20.079 -7.706
H -27.816 -14.879 -7.294
H -18.520 -22.837 -6.073
C -25.829 -13.128 -12.008
H -19.520 -9.798 -1.919
N -11.279 -12.491 -6.717
C -17.350 -14.752 -1.825
H -10.897 -14.190 -9.572
C -9.262 -12.446 -10.534
H -15.721 -10.299 -10.759
C -21.433 -17.776 -12.265
C -20.573 -11.539 -14.172
H -22.725 -11.518 -7.682
C -22.896 -14.686 -2.992
C -16.677 -12.556 -11.738
H -21.456 -12.152 -2.765
H -24.935 -10.692 -7.139
H -19.755 -13.030 -4.419
H -21.261 -7.469 -2.632
H -16.635 -9.067 -4.035
H -24.083 -15.419 -6.916
H -14.005 -10.689 -10.642
H -19.668 -10.469 -9.610
H -16.861 -13.253 -12.555
H -18.515 -22.005 -7.383
C -17.657 -18.104 -4.231
H -21.582 -18.127 -7.745
C -14.685 -15.480 -6.008
H -23.531 -15.105 -11.738
O -22.397 -12.798 -1.016
N -20.320 -13.745 -4.855
H -24.368 -13.253 -2.778
H -17.313 -11.688 -11.907
H -20.619 -15.685 -6.950
H -22.496 -15.204 -9.170
C -26.414 -8.736 -10.467
H -17.229 -18.381 -6.178
H -17.108 -12.404 -9.633
H -20.732 -23.169 -4.889
C -27.501 -15.473 -6.436
N -26.008 -12.089 -8.202
N -16.426 -9.995 -4.374
H -9.677 -14.035 -8.386
H -21.807 -14.695 -2.957
H -23.412 -12.845 0.824
H -24.727 -16.390 -11.545
H -22.803 -11.215 -2.363
H -18.965 -16.681 -11.341
N -19.325 -18.037 -13.548
H -25.580 -14.195 -14.413
H -23.856 -16.893 -8.975
H -20.779 -10.471 -14.097
H -21.938 -18.074 -13.184
C -24.769 -17.424 -8.707
H -27.184 -8.024 -10.169
H -16.523 -15.157 -10.821
H -13.242 -13.455 -9.371
H -18.648 -9.707 -3.332
N -18.654 -13.563 -10.496
C -20.212 -8.443 -4.932
H -13.806 -11.882 -5.452
H -10.947 -11.647 -7.163
C -15.379 -17.636 -5.317
H -23.077 -11.826 -14.025
H -20.703 -10.189 -3.855
N -16.453 -19.993 -5.115
H -19.867 -21.768 -4.251
O -22.246 -18.177 -11.200
H -20.724 -11.716 -15.237
C -12.887 -12.914 -8.494
H -13.985 -15.856 -6.755
H -25.560 -8.181 -10.857
H -17.957 -13.059 -5.818
C -11.666 -13.469 -7.786
C -15.006 -11.118 -10.687
C -21.520 -8.518 -2.775
C -10.537 -13.510 -8.800
C -16.662 -18.552 -5.263
H -23.230 -15.186 -3.900
H -19.989 -19.393 -12.131
H -18.173 -18.226 -11.145
H -15.239 -6.121 -6.811
C -18.838 -8.791 -6.893
H -20.774 -22.262 -7.068
H -21.163 -8.444 -5.464
C -24.858 -11.212 -8.094
C -21.999 -18.337 -6.760
H -20.131 -13.278 0.719
H -25.387 -17.273 -9.592
C -20.204 -21.642 -6.375
C -14.603 -7.006 -6.787
H -12.804 -11.894 -8.871
H -8.466 -13.144 -10.273
H -20.798 -13.333 -13.178
C -18.694 -12.737 -1.535
O -10.185 -12.264 -9.462
H -25.411 -15.026 -8.080
H -21.238 -16.367 -9.081
H -18.220 -15.405 -1.890
H -26.359 -12.578 -12.785
H -18.531 -18.725 -4.430
H -24.290 -13.180 -0.637
C -20.883 -14.637 -7.089
H -19.657 -8.966 -7.591
H -21.205 -15.076 -10.322
O -26.502 -12.881 -10.801
C -24.560 -15.318 -11.447
C -23.348 -13.175 -3.155
N -26.026 -13.821 -5.755
C -25.109 -15.625 -7.221
H -18.231 -14.694 -6.166
C -20.639 -10.751 -10.016
H -27.412 -14.630 -10.091
N -20.223 -10.903 -0.575
H -19.060 -13.706 -9.582
H -14.106 -15.292 -5.104
H -24.685 -15.019 -10.406
H -22.674 -13.188 -14.671
H -13.645 -12.856 -7.713
N -18.758 -21.914 -6.407
H -17.145 -14.644 -2.890
C -16.382 -14.397 -10.053
O -14.959 -8.040 -5.845
N -22.700 -12.728 -13.772
C -21.417 -15.310 -9.279
O -19.184 -9.275 -5.576
N -24.972 -14.715 -13.797
H -19.641 -19.546 -6.051
C -20.439 -9.166 -3.586
H -17.137 -20.549 -5.609
H -22.372 -11.150 -11.756
H -23.068 -18.131 -6.699
C -25.568 -14.590 -12.460
C -21.655 -11.971 -11.736
C -19.004 -11.695 -0.339
H -19.605 -17.772 -10.099
H -19.206 -12.788 -10.834
H -14.990 -12.150 -4.160
O -25.211 -17.023 -7.438
C -20.617 -22.088 -4.974
H -16.850 -14.844 -9.176
H -21.059 -9.813 -10.377
H -24.857 -12.636 -12.027
H -21.634 -8.998 -1.803
C -20.007 -18.310 -12.248
H -15.109 -14.545 -6.374
H -22.803 -20.143 -11.535
H -19.774 -11.774 1.671
H -23.796 -12.127 -4.787
H -15.627 -20.258 -5.632
H -18.345 -18.203 -13.367
C -27.652 -13.715 -10.633
C -24.824 -10.197 -9.281
C -23.525 -12.530 -0.213
H -21.946 -14.510 -6.885
H -14.588 -18.102 -5.906
H -26.816 -9.381 -11.248
H -20.311 -12.590 -6.512
H -25.658 -15.787 -5.125
H -18.307 -13.657 -7.530
O -15.724 -16.407 -5.880
O -20.449 -11.629 -11.089
H -9.665 -12.963 -11.405
H -27.655 -16.537 -6.616
H -15.452 -12.001 -5.806
H -22.780 -19.573 -9.885
H -19.512 -11.717 -13.995
H -22.454 -8.562 -3.335
H -23.262 -15.133 -2.068
C -17.212 -13.151 -10.421
H -18.581 -7.735 -6.820
C -22.438 -12.240 -2.300
H -28.493 -13.178 -10.194
H -21.515 -17.643 -6.074
H -19.598 -13.303 -1.760
H -21.619 -21.735 -4.728
H -20.909 -11.644 -0.570
H -17.018 -10.020 -5.192
O -26.048 -9.432 -9.223
C -14.777 -11.577 -5.063
H -17.341 -18.359 -3.219
H -26.510 -15.140 -12.464
H -21.417 -16.688 -12.208
H -15.338 -14.134 -9.885
H -25.991 -13.291 -6.615
H -10.448 -12.860 -6.278
C -20.372 -20.111 -6.629
C -18.553 -13.698 -6.469
H -17.958 -9.302 -7.284
H -14.997 -17.492 -4.307
H -18.485 -12.916 1.214
H -21.300 -11.005 -9.187
H -28.114 -13.966 -11.588
H -11.871 -14.477 -7.425
H -23.724 -13.689 -5.094
C -26.019 -15.272 -6.016
H -23.864 -11.500 -0.324
H -21.272 -20.030 -10.716
O -17.577 -13.480 -1.124
C -14.803 -9.391 -6.118
C -22.237 -19.536 -10.829
H -24.819 -10.752 -10.220
H -13.790 -9.488 -6.510
H -8.903 -11.512 -10.966
H -19.815 -7.428 -4.943
N -19.301 -9.231 -2.726
H -24.149 -14.148 -13.650
H -23.913 -9.600 -9.246
H -22.123 -12.720 -11.097
O -15.349 -12.100 -11.699
H -16.522 -15.334 -1.420
H -26.745 -11.424 -8.388
C -20.068 -13.618 -6.241
H -19.417 -17.038 -13.671
H -24.551 -18.490 -8.633
H -15.482 -9.747 -6.893
H -13.541 -6.864 -6.584
H -18.123 -11.073 -0.182
C -19.428 -12.466 0.904
H -23.268 -12.592 -8.849
H -14.289 -9.771 -4.133
N -23.229 -12.946 -4.620